Entry 1:
The following is a quantum chemistry calculation of a 6-piece molecular cluster, C20H30ClO19 overall at a distorted geometry, from OMol25.

The geometry in ORCA input format:
```
! wB97M-V def2-TZVPD RIJCOSX def2/J DEFGRID3
* xyz -1 1
Cl -1.20614 -0.38034 -0.26662
O -1.19571 0.51802 -1.40334
O -2.57544 -0.69174 0.06576
O -0.51997 -1.59374 -0.65133
O -0.52614 0.18531 0.87758
C -0.24905 3.35439 2.04773
C 1.20195 3.75340 1.92206
C 2.02654 3.66494 3.21211
O 3.18843 2.92682 2.82209
C 2.98991 2.34179 1.61665
O 3.77822 1.64231 1.06827
O 1.82422 2.76981 1.08366
H -0.24737 2.30061 2.33423
H -0.66706 3.35635 1.04125
H -0.81420 3.94428 2.76383
H 1.36607 4.71497 1.42964
H 1.48485 3.13777 3.99970
H 2.39437 4.61805 3.58400
C -4.56991 2.55291 -2.90699
C -4.29707 1.16877 -3.50380
C -4.38583 -0.01774 -2.53787
O -5.35272 -0.88769 -3.13599
C -6.00415 -0.25411 -4.12057
O -6.96720 -0.66186 -4.69166
O -5.42907 0.94266 -4.39216
H -5.58768 2.60018 -2.53008
H -4.47789 3.26603 -3.73017
H -3.81746 2.84213 -2.17232
H -3.38463 1.22004 -4.09419
H -4.77264 0.27855 -1.56626
H -3.39119 -0.44549 -2.46446
C -0.14083 3.70195 -2.32564
C 0.94660 2.66035 -2.11781
C 1.13274 1.73362 -3.33335
O 2.41422 2.07835 -3.86699
C 3.02997 2.94887 -3.05352
O 4.14236 3.34649 -3.18953
O 2.21587 3.34996 -2.05460
H -1.02368 3.30816 -2.82955
H 0.21604 4.58168 -2.86117
H -0.48994 4.05734 -1.35080
H 0.77122 2.09948 -1.20639
H 0.35529 1.92764 -4.07053
H 1.11336 0.67808 -3.07279
C 2.47227 -2.37268 0.87410
C 3.94285 -2.17617 1.18071
C 4.17063 -1.30519 2.42133
O 5.03419 -2.06392 3.25642
C 5.15865 -3.31157 2.76515
O 5.76279 -4.19313 3.29090
O 4.51722 -3.43200 1.59030
H 1.94233 -2.83528 1.70963
H 2.40321 -3.06346 0.03634
H 2.00496 -1.39594 0.74578
H 4.47257 -1.80538 0.30467
H 3.21397 -1.10713 2.91883
H 4.56544 -0.30524 2.24173
C 0.18255 -5.19074 1.19472
C -0.63479 -4.77616 2.41857
C -1.38682 -3.45173 2.19946
O -2.74607 -3.79262 2.51590
C -2.88839 -5.12235 2.62505
O -3.93160 -5.67330 2.79490
O -1.68865 -5.74068 2.54622
H -0.43087 -5.68404 0.44563
H 0.95526 -5.90354 1.50514
H 0.76334 -4.39258 0.73880
H 0.00778 -4.76567 3.29829
H -1.26658 -3.14514 1.16090
H -1.09552 -2.63377 2.85246
*
```

Properties
- HOMO energy (eV) = -7.7
- HOMO-LUMO gap (eV) = 9.796

Results of the natural (NBO) charge analysis, in e, for atoms 1 through 4: 2.543, -0.902, -0.863, -0.882

***

Entry 2:
The following is a quantum chemistry calculation of C20H30F6NaO15P as an isolated structure at a distorted geometry, from OMol25.

The geometry in ORCA input format:
```
! wB97M-V def2-TZVPD RIJCOSX def2/J DEFGRID3
* xyz 0 1
Na -11.08361 -10.47984 -14.10139
P -12.27776 -9.40183 -19.25625
F -13.73415 -9.47708 -20.00930
F -12.68248 -10.65573 -18.29197
F -11.83356 -10.61772 -20.24398
F -10.79098 -9.30635 -18.46357
F -11.93040 -8.19615 -20.30947
F -12.91388 -8.42992 -18.12240
C -14.03747 -17.64469 -8.31146
C -13.15403 -16.50532 -8.76226
C -11.96550 -17.05141 -9.50520
O -12.09430 -16.44654 -10.79049
C -13.18393 -15.63509 -10.79869
O -13.63306 -14.92692 -11.72416
O -13.88128 -15.74723 -9.69378
H -14.10147 -18.39386 -9.10061
H -15.09362 -17.41230 -8.17503
H -13.56830 -18.05513 -7.41731
H -12.75959 -15.82680 -8.00588
H -11.90888 -18.13893 -9.55196
H -11.13763 -16.74591 -8.86534
C -7.45380 -9.41554 -4.17076
C -7.02040 -9.44558 -5.60650
C -6.32282 -10.70227 -6.14219
O -7.20426 -11.16774 -7.13432
C -8.17499 -10.32699 -7.36067
O -8.98703 -10.40362 -8.28026
O -8.15058 -9.27595 -6.44967
H -7.96182 -10.32096 -3.83872
H -8.16380 -8.60272 -4.01801
H -6.57233 -9.38607 -3.53027
H -6.30688 -8.66737 -5.87741
H -6.40563 -11.32048 -5.24830
H -5.28738 -10.62731 -6.47440
C -17.95262 -5.00615 -8.14568
C -18.25106 -6.20568 -8.99412
C -18.65160 -5.87186 -10.43528
O -17.63440 -6.57047 -11.04537
C -16.76933 -7.15818 -10.31350
O -15.71256 -7.69452 -10.69118
O -17.15170 -7.06652 -9.08401
H -17.26397 -4.25987 -8.54182
H -17.45916 -5.35768 -7.23957
H -18.77783 -4.39939 -7.77291
H -19.11456 -6.70198 -8.55123
H -18.70758 -4.80811 -10.66634
H -19.52518 -6.43798 -10.75848
C -1.69567 -6.45773 -10.30201
C -2.10489 -7.08580 -11.63366
C -2.09903 -8.62226 -11.63680
O -3.39778 -8.94367 -11.93382
C -4.15354 -7.90694 -12.22043
O -5.30151 -7.95383 -12.59512
O -3.49529 -6.77221 -11.83186
H -2.37697 -6.73931 -9.49911
H -1.64709 -5.36898 -10.28324
H -0.66821 -6.73444 -10.06566
H -1.65609 -6.59848 -12.49923
H -1.71290 -9.05653 -10.71462
H -1.36814 -8.95413 -12.37421
C -9.26064 -17.94946 -16.81647
C -8.19811 -16.89591 -17.08315
C -8.72475 -15.47407 -17.12408
O -8.17168 -14.94080 -16.01927
C -7.36416 -15.78010 -15.33259
O -6.85744 -15.53318 -14.26147
O -7.31772 -16.94330 -15.97610
H -9.65990 -18.15679 -17.80930
H -9.97769 -17.62050 -16.06432
H -8.84220 -18.84226 -16.35182
H -7.83928 -17.22769 -18.05746
H -9.80598 -15.36703 -17.21111
H -8.38518 -15.03300 -18.06122
*
```

Properties
- HOMO energy (eV) = -10.2
- HOMO-LUMO gap (eV) = 8.170

Results of the Mulliken charge analysis, in e, for atoms 1 through 4: 1.003, 1.142, -0.364, -0.374

***

Entry 3:
The following is a quantum chemistry calculation of C20H30FeN5O2 as an isolated structure at a distorted geometry, from OMol25.

The geometry in ORCA input format:
```
! wB97M-V def2-TZVPD RIJCOSX def2/J DEFGRID3
* xyz 2 6
Fe 0.35584 0.44386 0.43623
C 3.65362 0.38707 1.49222
C 2.84192 0.26662 2.76110
N 1.37526 0.24269 2.50335
C 0.70376 -0.89766 3.14207
C 0.79682 -2.05180 2.18847
N 0.00171 -1.70914 0.98697
C 0.24551 -2.72572 -0.07618
C 1.37819 -2.29473 -1.00011
C 0.86411 -1.45897 -2.16367
N 0.54264 -0.04620 -1.78580
C 1.48623 0.91546 -2.39023
C 2.68330 1.06106 -1.50048
N 2.19672 1.51162 -0.19006
C 3.30816 1.68549 0.77877
H 3.47159 -0.47118 0.83700
H 4.71357 0.36271 1.74574
H 3.06189 1.12310 3.39927
H 3.12386 -0.62801 3.31816
H 0.96319 1.10461 2.84111
H -0.34270 -0.63719 3.32418
H 1.15035 -1.15069 4.10561
H 0.43660 -2.97703 2.64336
H 1.83143 -2.21646 1.88076
H -0.97786 -1.75607 1.26526
H -0.67029 -2.86108 -0.64175
H 0.45694 -3.69052 0.38823
H 1.90110 -3.17006 -1.38553
H 2.11818 -1.71769 -0.43382
H -0.03140 -1.92192 -2.57589
H 1.59957 -1.44496 -2.96891
H -0.38283 0.18694 -2.13418
H 0.97570 1.87704 -2.49060
H 1.78722 0.60188 -3.39133
H 3.38910 1.77631 -1.93009
H 3.21446 0.11521 -1.37856
H 1.76966 2.42897 -0.31963
H 2.99680 2.43897 1.50289
H 4.17356 2.08829 0.24893
O -1.28220 3.74318 1.85330
C -1.12500 2.70708 1.28684
O 0.01433 2.01198 1.29457
C -2.19429 2.04144 0.49008
C -3.43803 2.67227 0.39190
C -4.41594 2.07389 -0.34216
C -4.14604 0.84491 -0.97284
C -5.12599 0.18055 -1.74972
C -4.84999 -1.00773 -2.35834
C -3.57333 -1.58595 -2.20646
C -2.61459 -0.96202 -1.45807
C -2.86292 0.26750 -0.82227
N -1.87159 0.88384 -0.07657
H -3.57568 3.61506 0.90082
H -5.39313 2.52898 -0.44788
H -6.10218 0.63749 -1.85026
H -5.60211 -1.50876 -2.95129
H -3.35820 -2.53166 -2.68732
H -1.64662 -1.40288 -1.32716
*
```

Properties
- expectation value of S² = 8.7589
- HOMO energy (alpha / beta) (eV) = -14.9 / -14.8
- HOMO-LUMO gap (alpha / beta) (eV) = 8.580 / 6.951

Results of the natural (NBO) charge analysis, in e, for atoms 1 through 4: 1.874, -0.428, -0.222, -0.670

***

Entry 4:
The following is a quantum chemistry calculation of a 2-piece molecular cluster, C20H30N4O6 overall at a distorted geometry, from OMol25.

The geometry in ORCA input format:
```
! wB97M-V def2-TZVPD RIJCOSX def2/J DEFGRID3
* xyz 0 1
C -5.27844 -0.79492 -0.73239
N -4.18766 -0.64594 0.22800
C -4.26181 -0.98924 1.51911
O -5.29067 -1.45860 1.99659
C -3.03379 -0.70213 2.41543
C -1.72490 -1.38141 1.96456
C -1.17192 -1.05489 0.60175
C -0.46434 -1.91991 -0.16265
N -0.07482 -1.30212 -1.33423
C -0.54106 -0.00849 -1.40238
C -0.44787 0.98346 -2.38876
C -1.02638 2.23965 -2.15445
C -1.67447 2.49102 -0.93463
C -1.75078 1.49320 0.05453
C -1.19940 0.20545 -0.15311
N -3.26613 -1.05155 3.82539
C -3.93498 -0.34214 4.73374
C -4.52479 1.00428 4.35972
O -4.05032 -0.75602 5.87656
H -6.02010 -0.01094 -0.57241
H -4.89380 -0.72665 -1.75051
H -5.76293 -1.76392 -0.59712
H -3.31469 -0.26723 -0.10882
H -2.86646 0.36784 2.37506
H -0.94846 -1.13003 2.68907
H -1.87572 -2.46099 2.01732
H -0.24426 -2.94753 0.10909
H 0.50444 -1.74347 -2.04560
H 0.05352 0.78305 -3.32147
H -0.96528 3.01551 -2.90573
H -2.10575 3.46639 -0.75170
H -2.23734 1.73609 0.98342
H -2.96207 -1.95808 4.14151
H -5.22390 0.87633 3.53577
H -5.05954 1.40228 5.22069
H -3.72695 1.68858 4.08257
O 2.34832 -0.82173 -3.13094
C 2.96089 -0.15498 -2.01221
C 3.73037 -1.18088 -1.15570
O 2.82516 -2.22229 -0.73071
C 4.37066 -0.57785 0.11238
O 4.80312 -1.70101 0.88448
C 5.58143 0.32412 -0.17727
N 5.23479 1.71003 -0.56127
C 4.08747 2.04058 -1.42978
C 3.84353 0.99725 -2.53495
O 3.19174 1.62818 -3.65309
H 1.92248 -0.14959 -3.69327
H 2.17140 0.28103 -1.39342
H 4.51845 -1.62940 -1.77033
H 1.99783 -1.82509 -0.39863
H 3.62440 -0.01264 0.68085
H 4.19234 -2.43876 0.68080
H 6.19001 -0.13686 -0.96181
H 6.20127 0.37283 0.72436
H 6.06911 2.23476 -0.83174
H 4.28074 3.01345 -1.89432
H 3.18677 2.15533 -0.81775
H 4.80705 0.60383 -2.87611
H 3.41448 1.15273 -4.47354
*
```

Properties
- SMILES = CNC(=O)[C@H](Cc1c[nH]c2ccccc12)NC(C)=O.O[C@H]1[C@H](O)[C@@H](O)CNC[C@@H]1O
- HOMO energy (eV) = -8.6
- HOMO-LUMO gap (eV) = 8.840

Results of the natural (NBO) charge analysis, in e, for atoms 1 through 4: -0.411, -0.618, 0.645, -0.630